Record 1
DFT (ωB97M-V/def2-TZVPD) results for an isolated ion of composition C4H3N6 and charge +1 in a non-equilibrium geometry.

The geometry in ORCA input format:
```
! RIJCOSX wB97M-V def2-TZVPD def2/J DEFGRID3
* xyz 1 1
N 3.063 -1.274 0.197
C 1.994 -1.018 0.552
C 0.782 -0.529 1.019
C 0.552 0.399 1.947
N -0.766 0.773 1.863
N -1.403 0.196 1.023
C -0.487 -0.782 0.197
N -0.542 -0.096 -1.046
N -0.958 -2.043 0.252
N -1.563 -2.961 0.520
H 1.312 1.042 2.391
H 0.318 0.554 -1.133
H -1.431 0.481 -1.214
*
```

Output
- LUMO (eV) = -6.9
- SMILES string = N#CC1=CN=N[C@]1(N)[N+]#N
- E (eV) = -13124.263
- orbital gap (eV) = 8.21

Mulliken atomic charge list, values in e, 5 entries: atom 1 (N): -0.30, atom 2 (C): 0.05, atom 3 (C): -0.08, atom 4 (C): -0.31, atom 5 (N): -0.16

=====

Record 2
DFT (ωB97M-V/def2-TZVPD) results for C30H21Cl2F4N5Rh as an isolated structure in a non-equilibrium geometry.

The geometry in ORCA input format:
```
! RIJCOSX wB97M-V def2-TZVPD def2/J DEFGRID3
* xyz 1 5
Rh -0.132 -0.552 -0.208
C -3.904 -1.561 -0.460
C -2.533 -1.613 -1.075
C -1.645 -2.643 -0.702
C -2.128 -3.810 0.109
C -0.301 -2.611 -1.155
C 0.631 -3.735 -0.785
C 0.092 -1.640 -2.128
C 1.468 -1.667 -2.741
C -0.888 -0.758 -2.673
C -0.505 0.105 -3.842
C -2.187 -0.735 -2.133
C -3.230 0.137 -2.770
H -4.624 -2.088 -1.091
H -4.248 -0.536 -0.352
H -3.918 -2.015 0.527
H -1.927 -3.676 1.175
H -1.631 -4.723 -0.210
H -3.196 -3.956 -0.018
H 0.489 -4.566 -1.480
H 0.446 -4.094 0.225
H 1.671 -3.428 -0.841
H 1.470 -2.349 -3.594
H 2.224 -1.998 -2.037
H 1.764 -0.680 -3.086
H 0.234 0.850 -3.541
H -1.354 0.633 -4.259
H -0.061 -0.506 -4.629
H -4.184 0.079 -2.261
H -3.387 -0.186 -3.802
H -2.922 1.181 -2.791
Cl 4.531 -0.573 0.189
C 3.626 -0.937 1.593
C 4.240 -1.116 2.809
C 3.487 -1.399 3.944
C 2.100 -1.543 3.863
C 1.474 -1.379 2.658
Cl -0.236 -1.577 2.510
C 2.199 -1.021 1.467
N 1.606 -0.782 0.330
H 5.315 -1.024 2.876
H 3.980 -1.512 4.899
H 1.515 -1.779 4.741
F -2.938 1.835 -0.069
C -3.322 2.985 0.513
C -4.657 3.284 0.442
F -5.437 2.417 -0.209
C -5.203 4.461 0.986
C -4.260 5.337 1.553
C -2.920 5.027 1.638
F -2.113 5.896 2.230
C -2.388 3.821 1.151
C -0.979 3.487 1.323
C -0.518 2.234 1.016
N -0.161 1.149 0.769
C -0.029 4.375 1.891
N 0.785 5.046 2.351
F -4.669 6.485 2.063
C -6.612 4.712 1.006
C -7.551 3.694 0.725
N -8.323 2.856 0.543
C -7.173 5.963 1.337
N -7.689 6.969 1.566
*
```

Output
- LUMO (spin up / spin down) (eV) = -3.1 / -6.7
- E (eV) = -77812.172
- orbital gap (spin up / spin down) (eV) = 7.84 / 4.38

Mulliken atomic charge list, values in e, 5 entries: atom 1 (Rh): 0.53, atom 2 (C): -2.64, atom 3 (C): 0.83, atom 4 (C): 1.51, atom 5 (C): -1.96

=====

Record 3
DFT (ωB97M-V/def2-TZVPD) results for a single C4H5N molecule.

The geometry in ORCA input format:
```
! RIJCOSX wB97M-V def2-TZVPD def2/J DEFGRID3
* xyz 0 1
C -0.032 -0.057 2.309
C 0.208 0.201 1.157
C 0.399 0.535 -0.240
C 0.202 -0.511 -1.279
N -0.782 0.546 -1.110
H -0.251 -0.289 3.328
H 1.105 1.338 -0.440
H -0.038 -1.516 -0.939
H 0.767 -0.446 -2.204
H -1.578 0.198 -0.582
*
```

Output
- LUMO (eV) = 1.1
- SMILES string = C#C[C@H]1CN1
- E (eV) = -5716.022
- orbital gap (eV) = 10.57

Mulliken atomic charge list, values in e, 5 entries: atom 1 (C): 0.36, atom 2 (C): -0.72, atom 3 (C): -0.19, atom 4 (C): -0.36, atom 5 (N): -0.56

=====

Record 4
DFT (ωB97M-V/def2-TZVPD) results for C6H7NO as an isolated structure in a non-equilibrium geometry.

The geometry in ORCA input format:
```
! RIJCOSX wB97M-V def2-TZVPD def2/J DEFGRID3
* xyz 0 1
C -1.062 -0.378 0.711
C -0.272 -0.345 1.911
C 1.177 -0.142 1.409
C 0.964 0.282 0.116
C 1.240 0.650 -1.285
C -0.282 0.174 -1.795
H -2.409 -1.528 1.505
H -0.595 -0.806 2.814
H 2.030 0.023 1.982
H 2.218 0.267 -1.749
H 1.068 1.835 -1.545
H -0.494 -0.445 -2.633
H -1.056 1.240 -1.744
N -0.221 -0.107 -0.254
O -2.306 -0.720 0.557
*
```

Output
- LUMO (eV) = 0.2
- E (eV) = -9866.796
- orbital gap (eV) = 7.58

Mulliken atomic charge list, values in e, 5 entries: atom 1 (C): 0.61, atom 2 (C): -0.83, atom 3 (C): -0.82, atom 4 (C): 0.22, atom 5 (C): -0.34

=====

Record 5
DFT (ωB97M-V/def2-TZVPD) results for a 9-piece molecular cluster, C20H44N8O18 overall in a non-equilibrium geometry.

The geometry in ORCA input format:
```
! RIJCOSX wB97M-V def2-TZVPD def2/J DEFGRID3
* xyz 0 1
O 3.786 -1.125 2.340
C 4.869 -1.180 1.831
C 5.389 -0.151 0.866
C 6.644 -0.113 0.400
O 6.943 0.685 -0.675
C 7.751 -1.062 0.867
O 8.914 -1.077 0.481
C 7.202 -2.094 1.792
C 5.903 -2.170 2.137
O 5.505 -3.353 2.653
H 4.658 0.483 0.383
H 7.846 0.443 -0.925
H 7.886 -2.805 2.233
H 4.713 -3.633 2.179
C -2.786 4.312 2.006
N -2.412 5.545 2.770
O -1.622 6.325 2.270
O -2.976 5.736 3.833
H -1.907 3.807 1.612
H -3.471 4.557 1.197
H -3.344 3.694 2.705
C 1.565 4.602 -1.848
N 1.503 3.935 -3.201
O 2.311 3.000 -3.343
O 0.793 4.379 -4.064
H 0.772 5.345 -1.856
H 2.574 4.976 -1.688
H 1.449 3.841 -1.078
C -4.005 -0.532 -2.528
N -4.334 0.443 -3.551
O -5.489 0.344 -3.972
O -3.522 1.246 -3.970
H -4.912 -0.871 -2.040
H -3.365 0.027 -1.849
H -3.463 -1.356 -2.989
C 3.210 -0.013 -3.335
N 3.090 -1.467 -2.974
O 2.997 -2.345 -3.833
O 3.060 -1.742 -1.773
H 3.918 0.032 -4.160
H 3.660 0.520 -2.504
H 2.196 0.256 -3.621
C -6.882 2.612 0.438
N -5.611 2.521 -0.327
O -4.818 3.448 -0.310
O -5.434 1.468 -0.927
H -7.764 2.665 -0.198
H -6.882 3.567 0.960
H -6.922 1.745 1.091
C 1.237 0.094 3.309
N 0.228 -0.973 3.481
O 0.553 -2.149 3.512
O -0.955 -0.655 3.476
H 1.497 0.018 2.254
H 2.162 0.057 3.877
H 0.623 0.959 3.553
C -1.004 -5.957 3.375
O -1.017 -4.902 2.465
C -1.887 -5.161 1.351
C -2.251 -3.888 0.603
C -2.997 -4.203 -0.702
N -0.969 -3.186 0.264
H -1.998 -6.202 3.770
H -0.367 -5.584 4.175
H -0.742 -6.955 3.006
H -1.398 -5.862 0.666
H -2.751 -5.749 1.676
H -2.810 -3.112 1.129
H -2.439 -4.983 -1.228
H -3.063 -3.343 -1.368
H -3.996 -4.614 -0.560
H -0.307 -3.373 1.010
H -0.683 -3.824 -0.477
C -1.633 3.691 -1.345
O -0.837 2.784 -0.677
C -0.771 1.525 -1.357
C 0.044 0.551 -0.551
C 1.543 0.857 -0.459
N -0.023 -0.816 -1.101
H -2.691 3.423 -1.411
H -1.106 3.830 -2.292
H -1.674 4.609 -0.752
H -1.823 1.234 -1.440
H -0.522 1.528 -2.424
H -0.288 0.503 0.490
H 2.219 0.105 -0.057
H 1.607 1.711 0.223
H 1.882 1.173 -1.445
H -0.652 -1.363 -0.521
H 0.876 -1.265 -1.001
*
```

Output
- LUMO (eV) = -1.9
- SMILES string = O=C1C=C(O)C(=O)C=C1O.C[N+](=O)[O-].C[N+](=O)[O-].C[N+](=O)[O-].C[N+](=O)[O-].C[N+](=O)[O-].C[N+](=O)[O-].COC[C@H](C)N.COC[C@H](C)N
- E (eV) = -70208.768
- orbital gap (eV) = 7.16

Mulliken atomic charge list, values in e, 5 entries: atom 1 (O): -0.45, atom 2 (C): 0.20, atom 3 (C): -0.63, atom 4 (C): 0.55, atom 5 (O): -0.52

=====

Record 6
DFT (ωB97M-V/def2-TZVPD) results for C14H25BIO3P2Ru as an isolated structure in a non-equilibrium geometry.

The geometry in ORCA input format:
```
! RIJCOSX wB97M-V def2-TZVPD def2/J DEFGRID3
* xyz 2 6
C 0.653 -2.336 -1.924
I -2.196 -1.211 0.930
H -0.140 -3.094 -2.013
H 1.580 -2.813 -1.593
H 0.824 -1.855 -2.893
Ru 0.112 -0.895 -0.477
P 0.939 -2.465 1.138
C 2.457 -1.751 1.837
C 0.061 -3.036 2.641
H 0.617 -3.882 3.075
H 1.641 -4.797 1.311
H -0.948 -3.367 2.372
H 0.614 -4.499 -0.123
H 2.233 -0.729 2.165
H -0.011 -2.230 3.378
C 1.438 -4.105 0.484
H 2.806 -2.347 2.689
H 2.332 -4.011 -0.142
H 3.236 -1.716 1.067
P -1.099 0.009 -2.358
C -0.268 1.521 -2.947
C -1.352 -1.042 -3.832
H -3.336 -0.162 -1.474
H -3.246 0.892 -2.936
H -2.689 1.495 -1.326
C -2.767 0.624 -1.985
H -1.707 -2.027 -3.497
H -2.101 -0.570 -4.481
H -0.913 2.022 -3.678
H 0.695 1.256 -3.400
H -0.400 -1.153 -4.370
H -0.096 2.199 -2.103
C 1.728 -0.060 -0.857
O 2.754 0.445 -1.084
O -1.091 1.947 0.362
B -0.164 0.869 0.612
O 0.770 1.330 1.615
C 0.405 2.613 1.911
C 0.875 3.419 2.923
C 0.208 4.634 3.162
C -0.928 4.990 2.419
C -1.405 4.161 1.393
C -0.707 2.992 1.149
H 1.749 3.099 3.484
H 0.593 5.326 3.922
H -1.454 5.929 2.645
H -2.301 4.381 0.808
*
```

Output
- LUMO (spin up / spin down) (eV) = -7.3 / -11.0
- E (eV) = -50983.649
- orbital gap (spin up / spin down) (eV) = 3.26 / 3.47

Mulliken atomic charge list, values in e, 5 entries: atom 1 (C): -1.19, atom 2 (I): 0.12, atom 3 (H): 0.25, atom 4 (H): 0.40, atom 5 (H): 0.44

=====

Record 7
DFT (ωB97M-V/def2-TZVPD) results for C2H15F2O6Pb as an isolated structure in a non-equilibrium geometry.

The geometry in ORCA input format:
```
! RIJCOSX wB97M-V def2-TZVPD def2/J DEFGRID3
* xyz 0 2
Pb -0.720 0.790 -0.400
F -0.386 3.216 0.417
F -3.319 1.293 0.049
C 1.638 -1.319 2.910
C 1.733 0.011 2.176
O 0.537 0.752 1.988
H 0.962 -2.045 2.458
H 1.288 -1.033 3.902
H 2.642 -1.713 3.068
H 2.299 -0.221 1.274
H 2.461 0.545 2.788
O 0.546 -1.521 -0.717
H 0.338 -2.103 -1.448
H 1.155 -2.023 -0.176
O -1.977 -1.353 0.563
H -1.593 -2.230 0.559
H -2.782 -1.447 1.073
O 1.567 1.383 -1.612
H 2.147 2.044 -1.235
H 2.126 0.887 -2.210
O -1.612 2.385 -2.284
H -2.547 2.337 -2.486
H -1.318 3.196 -2.699
O -1.425 -0.461 -2.457
H -1.885 -0.077 -3.203
H -1.875 -1.291 -2.298
*
```

Output
- LUMO (spin up / spin down) (eV) = -0.6 / -2.0
- E (eV) = -25281.923
- orbital gap (spin up / spin down) (eV) = 7.45 / 5.93

Mulliken atomic charge list, values in e, 5 entries: atom 1 (Pb): 1.43, atom 2 (F): -0.83, atom 3 (F): -0.85, atom 4 (C): -1.08, atom 5 (C): -0.16

=====

Record 8
DFT (ωB97M-V/def2-TZVPD) results for a 12-piece molecular cluster, C45H84O24S6 overall in a non-equilibrium geometry.

The geometry in ORCA input format:
```
! RIJCOSX wB97M-V def2-TZVPD def2/J DEFGRID3
* xyz 0 1
C 15.798 0.347 -19.552
C 14.559 -0.336 -20.073
C 14.209 0.005 -21.527
O 14.135 -1.257 -22.184
C 14.450 -2.258 -21.325
O 14.434 -3.408 -21.611
O 14.774 -1.758 -20.116
H 15.596 1.419 -19.599
H 16.735 0.101 -20.048
H 15.935 0.103 -18.498
H 13.732 -0.107 -19.399
H 15.030 0.565 -21.986
H 13.283 0.560 -21.624
C 15.633 -1.252 -12.849
C 14.298 -1.096 -13.518
C 13.465 0.099 -13.010
O 12.996 0.737 -14.186
C 13.607 0.216 -15.267
O 13.460 0.605 -16.383
O 14.476 -0.743 -14.914
H 16.250 -2.022 -13.308
H 15.471 -1.466 -11.790
H 16.207 -0.323 -12.891
H 13.699 -2.008 -13.477
H 14.104 0.753 -12.419
H 12.629 -0.258 -12.413
C 12.972 6.760 -14.633
C 14.227 7.030 -13.871
C 14.529 8.504 -13.552
O 15.071 8.437 -12.221
C 14.781 7.238 -11.673
O 15.098 6.885 -10.585
O 14.077 6.481 -12.548
H 12.178 7.430 -14.291
H 12.640 5.735 -14.482
H 13.112 6.956 -15.697
H 15.114 6.617 -14.356
H 13.616 9.099 -13.505
H 15.259 8.934 -14.229
O 15.221 6.445 -18.405
S 15.621 7.728 -17.870
O 14.648 8.587 -17.229
C 17.061 7.468 -16.793
C 18.203 8.253 -17.382
C 17.982 8.328 -18.900
C 16.532 8.721 -19.095
H 17.191 6.385 -16.761
H 16.746 7.736 -15.785
H 18.212 9.279 -16.997
H 19.207 7.890 -17.162
H 18.198 7.362 -19.356
H 18.589 9.109 -19.354
H 16.132 8.452 -20.072
H 16.270 9.727 -18.774
O 22.265 2.102 -16.701
S 21.855 2.427 -15.362
O 22.428 1.760 -14.227
C 21.950 4.208 -15.146
C 20.576 4.649 -14.669
C 19.562 3.771 -15.428
C 20.046 2.345 -15.216
H 22.164 4.605 -16.142
H 22.799 4.495 -14.529
H 20.463 4.503 -13.594
H 20.414 5.701 -14.908
H 19.495 4.033 -16.483
H 18.576 3.858 -14.965
H 19.723 1.573 -15.907
H 19.903 2.031 -14.182
O 11.054 1.771 -10.943
S 9.747 1.967 -11.535
O 8.628 1.282 -10.951
C 9.480 3.712 -11.793
C 10.370 4.046 -12.998
C 10.276 2.861 -13.988
C 9.873 1.571 -13.289
H 9.655 4.275 -10.882
H 8.429 3.814 -12.082
H 10.092 4.978 -13.474
H 11.385 4.036 -12.589
H 11.141 2.710 -14.632
H 9.497 3.091 -14.725
H 10.597 0.760 -13.296
H 8.889 1.172 -13.526
O 10.458 4.883 -17.326
S 10.007 5.710 -18.420
O 9.029 5.192 -19.342
C 9.459 7.319 -17.842
C 10.684 8.204 -17.837
C 11.503 7.850 -19.106
C 11.482 6.336 -19.254
H 8.913 7.163 -16.914
H 8.749 7.600 -18.623
H 10.341 9.239 -17.828
H 11.302 8.064 -16.948
H 12.518 8.205 -18.938
H 11.033 8.399 -19.922
H 12.324 5.869 -18.741
H 11.497 5.993 -20.288
O 18.593 0.224 -18.039
S 18.810 -0.866 -17.117
O 20.059 -0.927 -16.402
C 17.426 -1.053 -15.978
C 16.650 -2.278 -16.437
C 17.659 -3.229 -17.093
C 18.557 -2.407 -18.010
H 16.892 -0.108 -15.908
H 17.896 -1.249 -15.012
H 16.124 -2.784 -15.632
H 15.919 -2.024 -17.211
H 17.236 -4.094 -17.600
H 18.304 -3.650 -16.310
H 18.070 -2.138 -18.946
H 19.530 -2.864 -18.164
O 16.397 7.300 -22.694
S 16.079 5.903 -22.858
O 15.631 5.387 -24.123
C 17.448 4.855 -22.331
C 16.927 4.008 -21.160
C 15.396 3.976 -21.174
C 14.961 5.374 -21.555
H 18.271 5.495 -22.013
H 17.813 4.260 -23.163
H 17.401 3.027 -21.184
H 17.248 4.456 -20.216
H 15.044 3.803 -20.151
H 14.909 3.221 -21.790
H 15.084 6.100 -20.752
H 13.981 5.529 -22.010
C 15.943 2.699 -16.982
C 15.159 3.899 -16.548
C 13.682 3.839 -16.842
O 15.642 4.790 -15.884
H 16.070 2.701 -18.063
H 15.409 1.800 -16.672
H 16.912 2.630 -16.488
H 13.503 3.625 -17.897
H 13.201 4.786 -16.604
H 13.237 3.059 -16.224
C 17.754 3.300 -11.912
C 16.547 2.855 -12.712
C 15.204 3.310 -12.212
O 16.696 2.165 -13.697
H 17.971 2.606 -11.097
H 17.670 4.321 -11.546
H 18.620 3.218 -12.575
H 15.224 4.350 -11.899
H 14.944 2.650 -11.378
H 14.438 3.182 -12.979
C 9.806 2.243 -21.492
C 10.878 1.635 -20.624
C 11.972 2.543 -20.111
O 10.925 0.441 -20.445
H 10.142 2.195 -22.534
H 9.624 3.292 -21.267
H 8.914 1.623 -21.438
H 12.777 2.612 -20.851
H 12.430 2.089 -19.232
H 11.609 3.548 -19.911
*
```

Output
- LUMO (eV) = -0.1
- SMILES string = C[C@H]1COC(=O)O1.C[C@H]1COC(=O)O1.C[C@H]1COC(=O)O1.O=S1(=O)CCCC1.O=S1(=O)CCCC1.O=S1(=O)CCCC1.O=S1(=O)CCCC1.O=S1(=O)CCCC1.O=S1(=O)CCCC1.CC(C)=O.CC(C)=O.CC(C)=O
- E (eV) = -162178.686
- orbital gap (eV) = 9.83

Mulliken atomic charge list, values in e, 5 entries: atom 1 (C): 0.81, atom 2 (C): 0.89, atom 3 (C): 0.24, atom 4 (O): -0.42, atom 5 (C): 0.48

=====

What is the E in the seventh record? -25281.923 eV